{"formula": "C24H21ClN5RhS", "method": "ωB97M-V with the def2-TZVPD basis set", "gap_ev": [5.49, 5.02], "spin_multiplicity": 2, "e_homo_ev": [-9.1, -9.0], "total_charge": 1, "elements": ["Rh", "C", "N", "C", "C", "N", "C", "C", "C", "C", "C", "C", "N", "C", "N", "C", "C", "C", "C", "C", "C", "N", "H", "H", "H", "H", "H", "H", "H", "H", "H", "H", "H", "H", "H", "H", "H", "Cl", "C", "C", "C", "C", "C", "C", "C", "H", "H", "H", "H", "H", "H", "S", "C"], "positions_angstrom": [[0.068, -0.487, -0.263], [1.221, 1.367, 1.857], [0.020, 0.523, 1.788], [-1.297, 1.147, 1.990], [-2.277, 0.683, 0.944], [-1.932, 0.150, -0.206], [-3.111, -0.109, -0.896], [-3.316, -0.666, -2.155], [-4.620, -0.776, -2.588], [-5.696, -0.342, -1.797], [-5.503, 0.215, -0.549], [-4.185, 0.321, -0.118], [-3.616, 0.819, 1.049], [2.308, 0.752, 1.021], [2.076, 0.112, -0.107], [3.316, -0.248, -0.620], [3.648, -0.936, -1.783], [4.989, -1.118, -2.045], [5.981, -0.630, -1.178], [5.662, 0.052, -0.022], [4.308, 0.229, 0.237], [3.626, 0.850, 1.276], [1.571, 1.519, 2.882], [0.977, 2.340, 1.436], [0.133, -0.261, 2.421], [-1.198, 2.233, 1.928], [-1.698, 0.914, 2.980], [-2.482, -0.999, -2.760], [-4.824, -1.202, -3.561], [-6.703, -0.448, -2.176], [-6.334, 0.548, 0.057], [-4.109, 1.208, 1.835], [2.880, -1.309, -2.448], [5.290, -1.645, -2.940], [7.021, -0.793, -1.424], [6.428, 0.426, 0.644], [4.036, 1.332, 2.059], [2.581, 3.620, -0.340], [0.948, 4.183, -0.077], [0.784, 5.398, 0.564], [-0.489, 5.894, 0.797], [-1.596, 5.160, 0.381], [-1.423, 3.955, -0.267], [-0.142, 3.416, -0.534], [-0.035, 2.188, -1.253], [1.658, 5.953, 0.875], [-0.613, 6.852, 1.284], [-2.594, 5.539, 0.558], [-2.286, 3.392, -0.606], [0.934, 1.815, -1.544], [-0.932, 1.733, -1.638], [-0.060, -3.841, 0.078], [-0.001, -2.319, -0.052]]}